Formula: C11H39N15Na3O12S
Source: OMol25
Level of theory: wB97M-V/def2-TZVPD

- E (a.u.) = -3052.09800
- LUMO energy (alpha / beta) (eV) = -0.6585 / -0.9802
- strongest force on any atom (eV Å⁻¹) = 7.3
- spin multiplicity = 2
- net charge = 0
- highest occupied orbital energy (alpha / beta) (eV) = -4.6091 / -8.6206
- M (g mol⁻¹) = 674.56

```
81
Properties=species:S:1:pos:R:3:forces:R:3:lowdin_charge:R:1
Na 18.7595 35.7976 -35.6517 -0.001 -0.214 -0.727 0.490
Na 15.5932 37.2474 -34.7913 -0.120 -0.172 -0.451 0.357
Na 16.1771 34.9984 -31.8499 -0.619 0.048 0.461 0.451
S 15.9263 34.1606 -34.5956 1.236 -0.448 -1.998 0.298
O 16.6835 35.1034 -35.4180 0.680 1.346 -0.320 -0.411
O 14.8358 34.9012 -33.9725 -0.877 0.061 0.382 -0.376
O 15.4757 33.0871 -35.4963 -0.227 0.377 0.863 -0.356
O 16.8192 33.6391 -33.5526 0.128 -0.357 0.879 -0.396
C 12.8957 33.7381 -39.2018 -1.377 1.100 -2.129 -0.071
C 13.1239 32.4744 -38.5485 -0.341 -3.562 1.303 -0.451
C 13.0364 31.1856 -39.5112 -0.085 0.922 0.954 -0.142
O 13.3842 29.9900 -38.7787 0.123 0.517 -1.033 -0.187
C 13.4986 28.8111 -39.5912 -0.679 -0.613 0.863 -0.099
N 14.4280 32.4318 -37.9948 2.084 -0.150 0.021 0.037
H 12.9516 34.6316 -38.5801 0.873 -0.182 -0.062 0.063
H 11.8788 33.8008 -39.5893 -0.374 -0.215 -0.061 0.085
H 13.4961 33.6916 -40.1104 0.470 0.982 0.054 0.087
H 12.4698 32.3677 -37.6831 -0.968 -0.429 -0.265 0.119
H 13.7254 31.3821 -40.3327 0.535 -0.163 -0.015 0.115
H 12.0649 31.1209 -40.0011 -0.406 -0.204 0.330 0.119
H 12.5258 28.3442 -39.7459 -0.540 0.658 -0.762 0.080
H 13.9017 27.9774 -39.0163 0.843 0.572 0.475 0.084
H 14.0739 28.8915 -40.5136 -0.084 0.460 0.011 0.089
H 14.7153 31.4930 -37.7576 -0.195 -0.303 -0.012 0.084
H 14.5494 32.9621 -37.1439 -0.269 0.139 -0.148 0.036
C 12.8276 36.4831 -36.6009 3.695 -0.316 -0.256 -0.732
O 13.8971 37.1031 -36.6598 0.498 0.754 0.710 -0.008
N 12.6643 35.4226 -35.8316 -1.439 -0.336 0.514 0.191
N 11.8963 36.6656 -37.4940 -2.273 1.115 -1.635 0.173
H 13.4158 35.0725 -35.2547 -0.521 0.148 0.510 0.060
H 11.6741 35.2356 -35.7643 0.514 -1.088 1.001 0.117
H 11.1211 36.0200 -37.5433 0.128 0.464 -0.510 0.119
H 12.1254 37.3485 -38.2020 -0.562 -0.197 0.014 0.133
C 20.4867 34.1401 -33.0835 -2.408 -3.174 -0.397 -0.740
O 20.5125 32.9180 -33.0726 0.777 0.365 -0.153 0.066
N 19.3831 34.8248 -33.4168 -1.910 0.678 -1.450 0.127
N 21.3679 34.9940 -32.7299 6.015 2.471 1.834 0.176
H 19.3694 35.7426 -32.9953 -1.155 -0.082 -0.091 0.089
H 18.5799 34.2319 -33.5695 -0.617 0.419 0.359 0.053
H 22.3196 34.6946 -32.5725 -0.201 -0.153 0.153 0.133
H 21.2738 35.9990 -32.7643 -0.234 -0.396 -0.191 0.119
C 12.6417 32.0159 -33.8985 -0.718 -0.462 0.416 -0.838
O 11.7481 31.6579 -33.2380 -4.865 -1.438 2.639 0.098
N 12.6133 32.7317 -34.9812 -2.057 3.323 -4.679 0.159
N 13.8672 31.7543 -33.6859 5.336 -1.272 1.418 0.178
H 13.4998 33.0381 -35.3560 -0.819 -0.031 -0.642 0.043
H 11.7711 32.8925 -35.5149 0.244 -0.136 0.364 0.114
H 14.2207 31.3501 -32.8305 -0.113 0.418 -0.273 0.119
H 14.3551 32.3312 -34.3562 2.008 -1.399 1.282 0.036
C 17.5418 34.6098 -38.9146 0.918 3.519 0.511 -0.819
O 18.3293 35.4446 -38.5163 3.285 1.525 0.974 0.019
N 17.3582 34.3135 -40.1544 1.102 -1.354 -6.388 0.175
N 16.6288 34.1998 -38.1738 -5.050 -2.913 4.313 0.201
H 16.4652 34.2826 -40.6254 0.022 -0.239 0.730 0.116
H 18.0962 34.5921 -40.7851 -0.037 0.023 0.141 0.116
H 16.0135 33.4510 -38.4581 -0.285 -0.075 0.016 0.068
H 16.4174 34.6236 -37.2817 0.503 -0.125 -0.092 0.078
C 18.5130 30.7751 -36.2651 1.480 -1.467 -1.118 -0.869
O 19.2628 30.0896 -36.8844 2.681 -2.461 -2.733 0.047
N 17.3976 31.1799 -36.7530 -4.261 1.237 -2.383 0.193
N 18.7929 31.1519 -35.0919 0.659 2.666 6.533 0.202
H 17.3301 30.9616 -37.7368 -0.603 0.215 0.260 0.123
H 16.7007 31.6926 -36.2319 0.103 0.041 -0.444 0.065
H 19.6337 30.9299 -34.5782 -0.194 -0.146 -0.489 0.124
H 18.0955 31.6728 -34.5797 0.428 -0.118 0.147 0.068
C 17.2025 30.6815 -31.7597 -0.648 1.628 -0.237 -0.726
O 17.3217 29.6558 -31.1682 0.176 -2.397 0.665 0.069
N 16.5052 30.9105 -32.8876 -0.539 -0.845 -0.669 0.152
N 17.7021 31.8301 -31.2497 0.756 0.855 0.932 0.163
H 15.9078 30.1639 -33.2127 0.280 0.315 -0.300 0.121
H 16.4989 31.8560 -33.2426 -0.430 -0.449 -0.180 0.031
H 17.5804 32.7225 -31.7066 0.512 -0.434 0.269 0.055
H 18.2579 31.6508 -30.4256 0.066 0.708 -0.234 0.115
C 13.4004 36.2074 -31.0688 2.884 -2.738 -1.935 -0.707
O 13.9038 35.1360 -30.6634 -0.554 0.947 -0.007 0.010
N 13.5662 36.6143 -32.3406 -0.015 -0.277 -0.991 0.156
N 12.8451 37.1423 -30.3957 -2.971 2.860 4.520 0.180
H 13.9986 35.9110 -32.9224 -0.126 0.581 -0.497 0.027
H 13.5649 37.6134 -32.4885 0.140 -0.410 -0.543 0.103
H 12.2631 37.8569 -30.8086 0.279 -0.317 -0.296 0.125
H 12.5848 36.9812 -29.4332 0.303 -0.201 -0.024 0.132
```
Positions in Å, forces in eV/Å.

Formula: C11H39N15O8Pb
Source: OMol25
Level of theory: wB97M-V/def2-TZVPD

- energy relative to the best compared isomer or geometry (same formula, charge and spin) (kcal per mole) = 9.1
- E (a.u.) = -2058.54857
- LUMO energy (eV) = -3.9769
- strongest force on any atom (eV Å⁻¹) = 2.4
- net charge = +2
- highest occupied orbital energy (eV) = -13.7342
- M (g mol⁻¹) = 716.73

```
74
Properties=species:S:1:pos:R:3:forces:R:3:lowdin_charge:R:1
Pb 21.3241 -13.9214 22.8745 -0.201 -0.007 0.043 1.641
C 20.0969 -14.2697 19.3747 -0.271 -1.039 -0.258 -0.640
O 20.5960 -14.0466 20.4725 -0.012 0.305 -0.103 -0.127
N 20.4160 -15.3875 18.6499 0.044 0.606 0.036 0.177
N 19.1590 -13.4847 18.8006 0.545 -0.120 0.415 0.192
H 19.8839 -15.6071 17.8280 0.204 -0.274 -0.048 0.105
H 21.0978 -16.0280 19.0104 -0.093 -0.083 0.091 0.103
H 18.7794 -13.7519 17.9124 -0.365 0.429 0.030 0.111
H 18.8075 -12.7451 19.3800 -0.286 0.175 -0.377 0.117
C 21.2811 -12.4728 26.2632 0.191 -0.040 0.607 -0.663
O 20.7990 -13.1658 25.3767 -0.407 0.011 -0.353 -0.080
N 20.8830 -11.2027 26.5313 -0.586 0.121 -0.729 0.183
N 22.2158 -12.9541 27.1176 0.465 0.333 0.322 0.178
H 21.2751 -10.5759 27.2083 0.083 -0.242 0.170 0.109
H 20.0572 -10.9003 26.0441 0.117 0.142 -0.063 0.114
H 22.6143 -13.8645 26.9940 0.010 0.009 -0.243 0.104
H 22.6671 -12.3089 27.7410 0.053 -0.252 0.218 0.105
C 23.0478 -17.0276 21.7740 -0.545 0.443 -0.377 -0.645
O 22.0674 -16.3064 21.9529 0.281 -0.375 -0.123 -0.095
N 24.2565 -16.5120 21.3955 0.845 -0.344 0.059 0.165
N 22.9812 -18.3676 21.8954 -0.439 -0.718 0.441 0.187
H 24.9295 -17.2004 21.0906 0.119 0.158 -0.037 0.111
H 24.2433 -15.6842 20.8194 -0.299 0.107 -0.014 0.070
H 22.1478 -18.7412 22.3179 -0.053 0.140 -0.035 0.115
H 23.7333 -19.0291 21.8122 0.264 0.338 -0.107 0.114
C 24.7250 -13.7656 24.5601 0.350 -1.091 -0.613 -0.636
O 23.6174 -13.4660 24.1076 0.261 0.617 0.255 -0.128
N 25.3947 -13.0532 25.4837 0.451 0.613 0.859 0.183
N 25.3724 -14.8862 24.1231 -0.445 0.579 0.320 0.186
H 26.2485 -13.3759 25.9059 0.044 -0.163 -0.263 0.114
H 25.0636 -12.1913 25.8786 -0.491 -0.110 -0.233 0.108
H 24.9829 -15.3437 23.3134 0.144 -0.251 0.067 0.074
H 26.2549 -15.1491 24.5202 0.077 -0.179 -0.269 0.108
C 19.9598 -16.7898 25.0202 1.088 -1.535 -0.014 -0.638
O 20.4989 -15.9634 24.2893 -0.356 0.277 0.164 -0.115
N 20.3171 -16.9683 26.3188 -0.525 0.336 -0.412 0.188
N 19.1621 -17.7709 24.4908 -0.108 0.627 -0.453 0.176
H 19.8484 -17.6650 26.8669 0.196 0.086 0.311 0.110
H 20.9581 -16.3075 26.7148 -0.182 0.041 0.239 0.106
H 19.1910 -17.8077 23.4869 -0.302 -0.005 0.018 0.101
H 18.6328 -18.4666 24.9817 0.131 0.046 0.238 0.110
C 24.2795 -13.2239 20.2512 -0.199 2.130 -1.097 -0.667
O 23.3180 -12.8148 20.8876 0.077 -0.579 0.548 -0.014
N 24.1083 -14.0099 19.1403 -0.280 -0.868 0.437 0.161
N 25.5227 -12.6995 20.4119 0.724 -0.633 0.198 0.177
H 24.8417 -14.3766 18.5616 0.109 0.291 -0.057 0.109
H 23.1630 -14.0295 18.7961 0.011 -0.226 0.017 0.102
H 26.2940 -12.9697 19.8273 -0.073 0.044 -0.088 0.105
H 25.6875 -11.9311 21.0354 -0.290 -0.127 0.226 0.111
C 22.0679 -10.4492 22.8804 0.542 0.200 -1.368 -0.643
O 21.3508 -11.4403 22.7167 -0.465 0.141 0.100 -0.129
N 23.1753 -10.5094 23.6477 -0.094 -0.752 0.586 0.186
N 21.8814 -9.3109 22.1653 -0.105 0.041 0.641 0.185
H 23.4422 -11.4731 23.8205 0.159 0.158 0.472 0.063
H 23.7570 -9.7418 23.9219 0.003 0.112 -0.261 0.110
H 22.5355 -8.5600 22.2892 -0.059 0.105 -0.319 0.106
H 21.3058 -9.3468 21.3445 -0.177 0.090 0.118 0.117
C 16.7824 -13.4301 24.4088 -0.701 0.740 -0.123 -0.035
C 17.7290 -14.2936 23.6252 1.838 -1.021 0.198 -0.395
C 17.1642 -15.3399 22.6910 -1.047 0.019 -0.352 -0.200
O 16.5980 -14.7214 21.5461 0.123 0.174 0.211 -0.198
C 15.7923 -15.5960 20.7924 0.026 -0.403 -0.291 -0.098
N 18.7445 -13.5029 22.8502 -1.309 0.350 -0.063 0.009
H 16.0624 -12.9381 23.7459 -0.191 -0.347 0.019 0.093
H 17.2527 -12.5787 24.9105 0.509 -0.299 -0.014 0.078
H 16.2628 -13.9662 25.2018 -0.134 -0.187 -0.220 0.090
H 18.3308 -14.9347 24.2782 -0.182 0.405 0.492 0.104
H 16.3834 -15.9230 23.1972 0.068 0.069 0.145 0.135
H 17.9352 -16.0556 22.3796 0.203 0.149 0.022 0.120
H 15.2235 -15.0158 20.0706 -0.073 0.107 0.131 0.093
H 15.1211 -16.1685 21.4387 -0.158 0.155 -0.008 0.092
H 16.3811 -16.3290 20.2245 0.176 0.066 0.103 0.089
H 18.5937 -12.5400 23.1475 0.492 0.069 -0.020 0.082
H 18.3447 -13.5100 21.9096 0.477 0.117 -0.162 0.068
```
Positions in Å, forces in eV/Å.